No. 1
89
Properties=species:S:1:pos:R:3:forces:R:3:mulliken_charge:R:1 method="wB97M-V/def2-TZVPD" e_homo_ev=-9.5 gap_ev=2.9 charge=+2 e_lumo_ev=-6.6517
N 3.87802 -1.86990 -8.52905 0.8 0.2 -0.4 -0.536
H 4.07577 -1.08002 -9.12664 -0.6 0.7 -0.4 0.381
H 3.01365 -2.33642 -8.76423 -0.6 -0.2 -0.1 0.377
H 3.89300 -1.56454 -7.56644 -0.1 0.0 0.7 0.385
H 4.66931 -2.46091 -8.74042 0.3 -0.9 0.3 0.382
N 5.85530 4.48592 -5.63320 -0.9 -0.2 -2.1 -0.511
H 6.86243 4.42430 -5.67799 0.5 -0.1 1.3 0.371
H 5.47556 5.41074 -5.48968 0.1 0.7 0.5 0.383
H 5.26319 3.78675 -5.20816 0.4 -0.5 1.5 0.383
H 5.64631 4.26920 -6.59729 -0.4 0.3 -1.1 0.369
N 9.14086 -1.41812 -2.52071 -0.9 0.7 -0.2 -0.496
H 8.14707 -1.24144 -2.55603 -1.1 -0.5 -1.1 0.370
H 9.22798 -0.99129 -1.60949 1.6 -0.3 0.9 0.379
H 9.61777 -0.91035 -3.25203 0.2 0.6 -0.1 0.371
H 9.35988 -2.39467 -2.65657 0.0 -0.6 0.8 0.374
C 2.06380 -0.90121 -1.52569 5.2 -0.6 1.3 -0.291
O 2.17171 -2.20132 -0.84698 -0.7 -0.4 0.1 -0.263
O 3.33176 -0.69848 -2.24126 -3.8 -0.2 0.3 -0.950
C 0.71308 -0.82969 -2.23157 0.5 -1.7 2.5 0.916
F 0.57239 -1.73076 -3.13864 0.2 -2.7 -2.4 -0.293
F -0.40125 -0.99732 -1.44947 0.5 0.0 1.0 -0.305
F 0.54715 0.28677 -2.79504 -0.3 4.4 -1.9 -0.276
C 2.18146 -2.25345 0.59879 0.4 0.6 -1.2 -0.203
C 2.26312 -3.69738 1.08116 -1.4 0.6 0.4 -1.174
H 2.33083 -3.66386 2.16854 0.4 -0.1 0.1 0.368
H 1.26199 -4.10274 0.93451 0.1 -0.5 -0.3 0.279
H 3.01112 -4.36741 0.65728 0.1 0.4 -0.1 0.303
H 1.30886 -1.73883 1.00108 -0.5 -0.4 0.0 0.323
H 2.99260 -1.65617 1.01521 0.6 0.0 -0.3 0.315
H 2.12698 -0.20073 -0.69297 -0.9 0.6 0.0 0.270
C -4.28167 6.96461 -4.02143 0.0 -0.1 1.3 -1.454
C -3.09403 6.72771 -4.90638 -0.1 0.2 0.7 0.584
C -2.96045 7.84211 -5.84491 -0.7 1.3 -2.3 -0.473
O -1.70745 8.56204 -5.47485 -5.1 4.2 -6.1 -0.247
C -1.07199 7.82447 -4.77666 8.2 -3.9 7.3 0.679
O 0.13428 7.92514 -4.35724 -4.3 -0.1 -2.2 -0.680
O -1.83648 6.85724 -4.26606 0.3 -2.6 1.6 -0.343
H -4.11316 7.84362 -3.39929 0.2 0.1 0.1 0.373
H -4.43903 6.12363 -3.34609 -0.3 0.0 -0.1 0.344
H -5.18698 7.20340 -4.57954 0.0 -0.4 -0.2 0.390
H -3.17905 5.76170 -5.40408 0.3 0.0 0.1 0.235
H -3.84182 8.48314 -5.82542 0.6 0.6 0.1 0.319
H -2.92646 7.39548 -6.83862 0.7 0.8 -0.4 0.272
C -4.40737 -8.13424 6.10565 -1.6 -0.9 -0.5 -1.496
C -3.44419 -7.01176 5.89263 -1.0 -0.9 1.0 0.583
C -3.93895 -5.63270 6.36570 0.2 0.3 -0.2 -0.456
O -2.82085 -5.11351 7.10035 -1.2 1.6 -1.2 -0.320
C -1.96114 -6.06280 7.27111 1.9 -1.0 1.2 0.686
O -0.92294 -5.92897 7.82918 0.8 0.1 0.4 -0.565
O -2.39300 -7.23908 6.81944 0.4 -0.5 -0.6 -0.331
H -3.97947 -9.10983 5.87495 0.5 0.1 0.4 0.347
H -5.24483 -8.13856 5.40798 -0.1 0.6 -0.3 0.404
H -4.90150 -8.15922 7.07689 0.5 0.1 0.2 0.358
H -3.06449 -7.15144 4.88051 0.2 0.9 -0.1 0.224
H -4.70303 -5.64489 7.14296 -0.6 -0.5 -0.6 0.302
H -4.16777 -4.95463 5.54354 -0.2 0.0 0.2 0.266
C 4.44386 4.51887 5.91855 0.7 -1.2 -0.1 -0.222
C 3.69051 3.41442 5.12324 0.3 -0.1 1.6 -0.278
O 2.79231 4.15621 4.27277 -0.6 -1.0 -0.9 -0.278
S 3.45981 5.49940 3.74500 1.9 0.9 -1.1 1.091
O 2.48584 6.56473 3.37439 2.7 -3.5 1.8 -0.502
O 4.55022 5.18482 2.77806 -2.8 0.7 2.2 -0.559
O 4.17298 5.67971 5.22992 -0.7 3.3 -2.1 -0.350
H 5.50560 4.28506 5.84010 0.2 0.1 0.1 0.226
H 4.24807 4.73541 6.96873 -0.6 -0.5 -0.1 0.289
H 3.16996 2.69910 5.75998 -0.9 0.6 -0.1 0.340
H 4.44118 2.75153 4.69293 -0.2 0.6 -1.3 0.243
C -3.28568 3.54253 3.51629 -0.9 -1.3 -2.0 -0.339
C -3.40788 4.90140 4.16274 -0.1 -0.3 0.6 -0.214
O -4.23143 4.66239 5.31196 -0.3 -1.1 1.7 -0.312
S -3.86659 3.16215 5.89427 0.7 -2.2 1.3 1.124
O -4.92118 2.49055 6.69132 2.4 2.6 -2.5 -0.526
O -2.48457 3.07723 6.36792 -2.2 1.1 -0.2 -0.545
O -3.78037 2.52657 4.42559 0.2 0.4 0.3 -0.316
H -2.32015 3.37726 3.03824 0.5 -0.4 1.1 0.282
H -3.93346 3.33085 2.66559 -0.4 0.8 -0.1 0.284
H -3.95112 5.62971 3.56061 0.3 0.0 0.0 0.285
H -2.42809 5.22813 4.51109 -0.1 0.4 -0.2 0.277
C -2.54924 -6.78582 -2.68104 -1.4 0.8 -2.1 -0.316
C -3.37198 -6.62938 -4.02995 2.0 0.1 -0.2 -0.337
O -4.75195 -6.72622 -3.76591 0.4 -0.2 2.0 -0.311
S -4.95900 -7.31519 -2.21198 -3.9 -1.0 -0.7 1.077
O -5.85579 -8.48398 -2.37917 3.2 2.4 0.6 -0.528
O -5.46214 -6.28804 -1.31321 1.7 -1.2 -1.4 -0.518
O -3.40086 -7.66743 -1.95731 -0.8 -0.2 0.7 -0.276
H -2.44074 -5.78860 -2.25457 -0.1 -0.3 0.6 0.303
H -1.57412 -7.23014 -2.88059 -0.3 -0.2 0.3 0.311
H -3.03412 -7.39499 -4.72837 -0.4 -0.4 0.1 0.285
H -3.09777 -5.69754 -4.52451 -0.5 0.3 0.3 0.312



No. 2
68
Properties=species:S:1:pos:R:3:forces:R:3:lowdin_spin:R:1 method="wB97M-V/def2-TZVPD" e_homo_ev="-20.8 / -20.8" multiplicity=3 gap_ev="6.2 / 3.9" charge=+4 s_squared=2.03 e_lumo_ev="-14.6619 / -16.9228" de_lowest_kcal_mol=0.0
P 0.22242 2.52502 -1.00186 0.2 1.6 -1.2 0.003
C -0.71760 4.04113 -0.50057 -0.4 -0.6 0.8 -0.001
H -0.40220 4.91111 -1.09603 0.1 -0.5 0.1 0.000
H -0.52928 4.24733 0.56018 -0.1 0.2 -0.2 0.000
H -1.79448 3.89217 -0.64733 0.1 0.1 0.0 0.000
C 1.88056 3.30928 -1.13322 0.4 -0.6 0.6 0.006
H 2.52404 2.76883 -1.83437 -0.2 0.4 0.2 0.002
H 2.34788 3.28352 -0.14198 0.1 0.2 -0.2 0.000
H 1.77622 4.35339 -1.46340 -0.1 -0.4 0.1 0.000
C -0.24860 2.55960 -2.78757 -0.1 -0.7 0.2 0.005
H -0.05784 3.55921 -3.20392 0.0 -0.3 0.2 0.000
H -1.31068 2.31643 -2.89454 0.2 0.2 -0.2 0.000
H 0.33449 1.81977 -3.34392 -0.2 0.2 -0.1 0.003
P -1.33547 -1.97163 -1.48109 -1.5 -1.8 -0.4 -0.016
C -3.14360 -2.13560 -1.16854 0.2 0.7 0.5 -0.001
H -3.52487 -3.02688 -1.68873 0.3 0.3 0.1 -0.001
H -3.66528 -1.24152 -1.53147 0.0 -0.3 0.0 0.000
H -3.33527 -2.23629 -0.09290 -0.1 -0.1 -0.2 0.000
C -1.37545 -1.90481 -3.31135 0.6 1.1 -0.2 0.004
H -0.38804 -2.09713 -3.73860 -0.4 -0.1 0.0 0.000
H -1.70982 -0.91728 -3.64428 -0.1 -0.1 -0.1 0.000
H -2.07464 -2.66773 -3.68297 0.1 0.2 0.4 0.000
C -0.83674 -3.72765 -1.29606 0.7 0.2 0.6 -0.005
H -1.37600 -4.33454 -2.03867 0.1 0.3 0.2 -0.001
H -1.06000 -4.08986 -0.28751 0.0 -0.1 -0.3 0.000
H 0.23920 -3.82770 -1.47066 -0.2 -0.2 0.1 0.001
P 1.68056 -0.79596 2.09405 1.3 -0.5 1.3 0.007
C 1.27299 -1.04172 3.87834 -1.0 0.4 -0.3 -0.001
H 2.16943 -1.32075 4.45105 -0.1 0.1 -0.4 0.000
H 0.52830 -1.84211 3.98171 0.2 0.1 0.1 0.000
H 0.86286 -0.11342 4.29038 0.1 -0.2 0.1 0.000
C 2.56914 -2.38810 1.86471 -0.4 -0.1 -0.7 0.003
H 3.10802 -2.64935 2.78515 -0.2 0.2 -0.2 0.000
H 3.27804 -2.32408 1.03737 -0.1 -0.1 0.4 0.002
H 1.84284 -3.17645 1.63662 0.2 -0.1 0.2 0.000
C 3.04982 0.39608 2.22490 -0.2 0.5 -0.4 0.011
H 3.77605 0.06332 2.97930 -0.2 0.0 -0.2 0.001
H 2.63612 1.36958 2.51051 0.2 -0.1 0.1 0.000
H 3.54338 0.50089 1.25382 0.0 0.1 0.3 0.000
Mo -0.25727 -0.12661 0.23035 -0.2 0.3 0.7 0.911
C -1.84258 0.63770 -0.72158 -6.0 3.1 -3.2 0.027
O -2.81319 1.11492 -1.21077 5.0 -2.5 2.5 0.046
C -0.70460 -1.80431 1.18004 -1.2 -6.3 3.3 0.004
O -0.97646 -2.80008 1.78226 1.4 5.3 -3.2 0.025
C 2.73406 -2.03707 -1.41710 0.3 -0.8 0.2 0.294
C 3.43450 -0.90798 -0.97624 0.7 2.1 -0.1 0.089
C 3.25982 0.31633 -1.62043 1.2 -0.9 1.7 0.077
C 2.42996 0.40343 -2.73850 0.1 0.7 -0.5 0.306
C 1.72681 -0.72143 -3.17891 -0.6 -2.1 -0.1 0.099
C 1.89519 -1.94431 -2.52670 -1.0 0.8 -1.7 0.072
H 2.85509 -2.99979 -0.92402 0.1 0.1 -0.1 0.009
H 4.14417 -0.97329 -0.15183 -0.1 -0.1 -0.3 0.000
H 3.80720 1.18813 -1.26079 0.0 -0.3 -0.2 0.000
H 2.34521 1.33313 -3.30138 0.2 -0.2 0.1 0.008
H 1.08241 -0.63495 -4.05140 0.2 -0.1 0.1 0.001
H 1.40323 -2.84721 -2.89379 0.2 0.3 0.0 0.000
N -4.58127 4.40025 1.91674 1.4 -2.1 0.5 -0.001
C -3.97821 3.43518 2.18925 -0.9 1.8 -0.4 0.000
C -3.26911 2.21521 2.51895 0.0 0.4 -0.2 0.000
C -3.74341 1.37807 3.53683 -0.1 -0.1 -0.2 0.011
C -3.02611 0.22927 3.82218 0.7 -0.1 -0.2 -0.001
C -1.92444 -0.09524 3.02344 -0.7 -0.6 0.3 0.005
N -1.59819 0.59781 1.90595 1.0 0.8 0.2 -0.006
C -2.15432 1.83501 1.77416 -0.5 -0.2 -0.3 0.003
H -4.65724 1.62200 4.07373 0.2 0.1 0.0 0.000
H -3.31203 -0.42742 4.64276 0.2 0.2 -0.1 0.000
H -1.31683 -0.95931 3.30109 -0.5 0.3 -0.3 0.000
H -1.71891 2.48646 1.00912 -0.5 -0.3 0.4 0.000



No. 3
101
Properties=species:S:1:pos:R:3:forces:R:3:mulliken_charge:R:1 method="wB97M-V/def2-TZVPD" e_homo_ev=-8.3 gap_ev=6.6 charge=0 e_lumo_ev=-1.6752
C 3.08138 1.00851 2.35962 0.1 -0.8 -0.2 -1.403
C 3.16980 0.31335 0.97845 -0.4 -0.1 1.1 0.168
P 1.47528 -0.29450 0.60771 -0.6 1.1 -0.4 0.290
C 1.48704 -1.02020 -1.10208 0.2 -0.2 0.7 -1.243
C 1.19736 -1.72415 1.76044 0.4 -0.1 -0.3 -0.032
C 1.97010 -2.80668 1.97607 0.0 0.1 -0.2 1.449
B 3.32071 -3.12480 1.21702 0.9 -0.7 1.0 0.678
O 3.70266 -2.52879 0.02998 -0.6 0.3 0.3 -0.607
N 4.19332 -4.14668 1.82231 -0.1 0.2 -1.8 -0.246
C 3.57394 -5.45368 1.42183 -0.5 0.7 0.5 -1.055
C 5.55712 -4.09510 1.24598 -0.4 -0.5 0.7 -1.053
C 1.48550 -3.75572 3.04128 0.2 0.0 0.2 -0.478
O 2.17729 -4.27190 3.88516 -0.3 0.1 -0.2 -0.519
C 0.00114 -3.98142 3.01423 0.2 0.0 0.0 -0.106
C -0.74461 -2.91452 2.78523 -0.5 0.2 -0.2 -0.061
S -2.50668 -3.11474 2.75204 -0.3 -0.4 1.4 1.566
O -2.77836 -4.51214 2.90831 0.2 -0.2 -0.6 -0.663
O -3.18866 -2.20942 3.61374 0.2 0.6 -0.2 -0.630
C -2.87974 -2.63473 1.01354 0.5 0.3 0.0 0.692
F -2.14686 -3.41743 0.20998 -0.1 -0.2 -0.1 -0.299
F -2.41525 -1.37953 0.87175 0.0 0.1 -0.1 -0.257
C -4.37823 -2.61999 0.59667 0.1 0.0 0.1 0.529
F -4.89109 -1.45505 1.01142 -0.1 0.0 0.2 -0.287
F -4.41316 -2.63719 -0.74726 0.0 0.0 -0.2 -0.292
C -5.33298 -3.73365 1.09906 -0.6 -0.2 -0.2 0.499
F -5.48018 -3.69543 2.42603 0.2 0.1 -0.1 -0.236
F -6.52717 -3.41119 0.55488 0.1 0.0 0.0 -0.302
C -4.98850 -5.20093 0.64571 -0.3 -0.4 0.2 0.705
F -6.05583 -5.73009 0.02520 0.5 0.1 0.2 -0.260
F -3.95839 -5.21720 -0.20407 -0.2 -0.1 0.2 -0.253
F -4.70005 -5.95814 1.70262 -0.1 0.1 -0.5 -0.234
C -0.07241 -1.59227 2.55265 -0.2 0.7 0.3 -1.021
O -0.50452 -0.54741 2.98383 0.3 -0.7 -0.3 -0.563
H 2.06443 1.29900 2.58959 -0.2 0.5 0.0 0.368
H 3.34897 0.27265 3.11090 0.1 0.0 0.3 0.355
H 3.76974 1.83601 2.43621 0.0 0.3 0.0 0.329
H 3.90607 -0.47486 1.06865 0.3 0.0 -0.5 0.279
H 3.43871 1.04571 0.23138 0.1 0.1 -0.4 0.011
H 0.70939 -0.53303 -1.66880 -0.2 0.1 -0.2 0.455
H 2.45005 -0.86324 -1.56301 0.3 0.1 -0.2 0.339
H 1.29228 -2.08320 -1.05221 -0.1 -0.3 -0.2 0.313
H 3.53553 -3.10467 -0.71764 0.3 -0.1 -0.3 0.325
H 4.33201 -6.16455 1.13715 0.3 -0.2 0.1 0.420
H 2.89824 -5.34609 0.56396 0.1 -0.1 -0.3 0.297
H 2.95921 -5.84035 2.22161 0.1 -0.3 0.3 0.301
H 5.98256 -3.10683 1.33042 0.0 0.3 -0.1 0.319
H 5.59022 -4.44346 0.21732 0.0 0.2 -0.4 0.365
H 6.17021 -4.77879 1.82364 0.2 -0.1 0.1 0.357
H -0.40247 -4.96092 3.20346 -0.1 -0.2 0.1 0.645
C 6.39956 3.55230 -2.00510 0.0 -0.1 -0.1 -0.737
C 5.24515 4.41220 -2.51062 0.1 0.1 0.1 -0.360
C 4.05786 3.78488 -1.80037 -0.1 -0.2 0.1 -0.020
O 4.55104 3.27213 -0.55331 0.2 0.0 -0.1 -0.335
C 5.98116 3.28834 -0.56589 -0.1 0.1 0.1 -0.396
H 7.37385 4.03340 -2.07973 0.0 0.0 0.0 0.370
H 6.43911 2.61367 -2.56328 0.0 0.0 0.0 0.307
H 5.37469 5.44645 -2.18198 0.0 0.0 0.0 0.224
H 5.13561 4.41160 -3.59314 0.0 0.0 0.0 0.307
H 3.64719 2.94574 -2.37444 0.0 0.1 -0.1 0.242
H 3.26089 4.49772 -1.60792 0.0 0.0 0.1 -0.099
H 6.32406 4.08857 0.09991 0.1 0.0 0.0 0.274
H 6.35447 2.33703 -0.18296 0.0 0.0 0.0 0.265
C 0.47210 6.68324 -4.41927 0.0 0.1 0.1 -0.584
C 1.61899 7.01192 -5.37067 0.0 -0.1 -0.1 -0.573
C 2.82704 6.88444 -4.45330 0.0 0.1 0.1 -0.516
O 2.49254 5.89016 -3.48083 -0.1 0.1 -0.1 -0.183
C 1.09276 5.59853 -3.55064 0.0 -0.1 0.0 -0.335
H -0.43522 6.35262 -4.92169 0.0 0.0 0.0 0.351
H 0.22672 7.55796 -3.81265 0.0 0.0 0.0 0.268
H 1.66973 6.26595 -6.16696 0.0 0.0 0.0 0.273
H 1.54107 7.99542 -5.83093 0.0 0.0 0.0 0.345
H 3.03115 7.82559 -3.93127 0.0 0.0 -0.1 0.293
H 3.73143 6.57927 -4.98135 0.0 0.0 0.0 0.249
H 0.96698 4.60802 -4.00096 -0.1 0.0 0.0 0.283
H 0.68134 5.57333 -2.54079 0.1 0.0 0.0 0.109
C 1.03983 7.59280 1.47994 0.0 0.0 0.1 -0.593
C 2.41732 7.67493 0.82797 -0.1 0.0 -0.1 -0.448
C 3.00964 6.32061 1.19160 0.1 0.0 0.1 -0.071
O 1.91506 5.40645 1.26969 0.0 0.1 0.0 -0.329
C 0.68286 6.12850 1.25966 0.0 0.0 -0.1 -0.339
H 0.30766 8.27525 1.05056 0.0 0.0 0.0 0.354
H 1.11805 7.80493 2.54858 0.0 0.0 0.0 0.268
H 2.31338 7.76075 -0.25687 0.0 0.0 0.0 0.123
H 3.02260 8.50957 1.17872 0.0 0.0 0.0 0.387
H 3.50330 6.35108 2.16934 0.1 0.0 0.0 0.292
H 3.72686 5.96241 0.45129 0.0 -0.1 0.0 -0.088
H 0.20080 5.98029 0.28603 -0.1 0.0 0.0 0.176
H 0.02686 5.72887 2.03332 0.0 -0.1 0.0 0.262
C -9.50515 -6.16614 -0.42213 -0.1 0.1 0.0 -0.162
C -9.89992 -6.62234 0.97890 0.1 -0.1 0.0 -0.546
C -11.35543 -7.02020 0.77424 -0.1 0.1 -0.1 -0.434
O -11.46205 -7.48414 -0.57378 0.0 0.0 0.0 -0.390
C -10.27388 -7.14843 -1.29439 0.0 -0.1 0.1 -0.470
H -8.43354 -6.18803 -0.60533 0.0 0.0 0.0 0.080
H -9.86055 -5.14813 -0.59792 0.0 0.0 0.0 0.234
H -9.30761 -7.49319 1.26918 0.0 0.0 0.0 0.270
H -9.77457 -5.85658 1.74279 0.0 0.0 0.0 0.353
H -12.02308 -6.16077 0.89928 0.0 0.0 0.1 0.257
H -11.67941 -7.81067 1.45186 0.0 0.0 0.0 0.282
H -9.69825 -8.06594 -1.45948 0.0 0.0 0.0 0.282
H -10.54718 -6.73291 -2.26478 -0.1 0.0 0.0 0.272